Entry 1:
The following is a quantum chemistry calculation of one molecule with the formula C5H9NS at a distorted geometry, from the OMol25 dataset.

For the LUMO energy, the calculation gives 0.8 eV. As for the total energy: -648.63398 hartree. As for the strongest force on any atom: 0.124 hartree/bohr. The SMILES is S[C@]12CCN[C@@H]1C2. Its orbital gap is 8.7 eV.

ORCA input file:
```
! RIJCOSX wB97M-V def2-TZVPD def2/J DEFGRID3
* xyz 0 1
S 2.067 -0.844 -0.201
N -0.319 -0.359 -1.242
C -0.307 0.958 -0.552
C -0.253 -0.583 1.156
C -0.877 -1.313 -0.128
C 0.843 1.754 -0.004
C 0.742 0.288 0.513
H -0.560 -2.190 -0.404
H -0.922 -0.160 1.887
H -1.858 -1.327 0.224
H 0.423 2.414 0.775
H 1.737 2.288 -0.311
H -0.910 -0.362 -2.069
H 1.155 -0.611 -1.349
H -1.255 1.296 -0.208
H 0.296 -1.250 1.912
*
```

=====

Entry 2:
The following is a quantum chemistry calculation of a 2-piece molecular cluster, C7H24B2N2O5 overall, from the OMol25 dataset.

For the LUMO energy, the calculation gives -1.3 eV. As for the total energy: -816.31096 hartree. As for the strongest force on any atom: 0.013 hartree/bohr. Its orbital gap is 4.9 eV.

ORCA input file:
```
! RIJCOSX wB97M-V def2-TZVPD def2/J DEFGRID3
* xyz 0 1
O 2.441 0.811 0.284
O -1.069 -1.355 -0.936
O 2.135 1.302 -1.050
O -1.932 1.419 -0.119
O 3.337 -3.204 -1.151
N 0.087 -3.112 -2.161
N -4.203 1.578 1.102
C -0.971 2.427 -0.457
C 2.994 -1.841 -0.908
C -2.700 3.074 2.374
C 1.510 -0.237 0.637
C 4.606 -3.344 -1.701
C -1.925 0.914 1.198
C -2.994 1.630 2.016
B 1.546 -1.682 -0.175
B 0.177 -2.033 -1.130
H -3.244 1.061 2.912
H -0.634 2.186 -1.463
H -3.414 3.457 3.104
H -2.168 -0.150 1.122
H -2.728 3.722 1.496
H -0.104 2.370 0.202
H -0.909 -0.407 -0.876
H -1.705 3.141 2.809
H 0.506 0.220 0.674
H -1.393 3.435 -0.461
H 4.813 -4.410 -1.810
H 5.379 -2.895 -1.057
H -4.548 0.623 0.997
H 3.038 -1.297 -1.872
H 1.805 -0.378 1.684
H -0.943 0.984 1.666
H -0.385 -2.711 -2.973
H -4.967 2.180 1.404
H 3.019 1.296 -1.436
H -3.841 1.867 0.177
H -0.574 -3.823 -1.844
H 3.794 -1.392 -0.286
H 4.682 -2.869 -2.692
H 1.484 -2.557 0.702
*
```

=====

Entry 3:
The following is a quantum chemistry calculation of one molecule with the formula C4H6O2, from the OMol25 dataset.

For the LUMO energy, the calculation gives 0.9 eV. As for the total energy: -306.43438 hartree. As for the strongest force on any atom: 0.017 hartree/bohr. The SMILES is C=COCC=O. Its orbital gap is 10.4 eV.

ORCA input file:
```
! RIJCOSX wB97M-V def2-TZVPD def2/J DEFGRID3
* xyz 0 1
O -0.049 -0.457 0.070
O 3.308 0.228 -0.487
C -1.287 0.016 -0.258
C -2.402 -0.530 0.184
C 0.984 0.493 0.030
C 2.322 -0.202 0.038
H 0.908 1.134 -0.861
H 2.301 -1.165 0.575
H -3.359 -0.165 -0.134
H -2.385 -1.386 0.838
H 0.950 1.150 0.921
H -1.292 0.883 -0.916
*
```

=====

Entry 4:
The following is a quantum chemistry calculation of an isolated ion of composition C10H16N3O and charge +1 at a distorted geometry, from the OMol25 dataset.

For the LUMO energy, the calculation gives -4.0 eV. As for the total energy: -629.73073 hartree. As for the strongest force on any atom: 0.113 hartree/bohr. Its orbital gap is 7.6 eV.

ORCA input file:
```
! RIJCOSX wB97M-V def2-TZVPD def2/J DEFGRID3
* xyz 1 1
O 2.476 0.519 -2.340
N 1.095 -1.669 -0.476
N 1.539 0.660 -0.151
N -0.455 -0.250 0.579
C 1.294 0.369 -2.780
C -1.452 -0.344 -0.460
C 2.342 -1.864 -0.706
C -3.079 0.790 1.172
C 0.817 -0.363 -0.014
C -2.877 -0.347 0.130
C 2.747 0.576 -0.871
C -0.490 0.938 1.525
C 3.445 -0.809 -0.732
C -1.912 0.860 2.158
H -1.334 -1.136 -1.127
H 4.102 -0.946 -1.549
H -1.907 0.141 2.926
H -2.787 -1.287 0.641
H 3.276 1.466 -0.632
H -2.151 1.763 2.649
H 1.264 0.421 -3.972
H -0.607 -1.019 1.268
H 3.990 -0.783 0.128
H -0.153 1.911 0.945
H -3.643 -0.657 -0.603
H 0.312 0.774 2.187
H -3.097 1.755 0.632
H -1.407 0.615 -1.069
H 2.702 -2.817 -1.143
H -4.050 0.732 1.685
*
```

=====

Entry 5:
The following is a quantum chemistry calculation of C14H32CrNO3P2Si as an isolated structure at a distorted geometry, from the OMol25 dataset.

For the LUMO energy (spin up / spin down), the calculation gives -9.1 / -7.3 eV. As for the total energy: -2849.34766 hartree. As for the strongest force on any atom: 0.100 hartree/bohr. As for the expectation value of S²: 3.927. Its orbital gap (spin up / spin down) is 6.3 / 8.2 eV.

ORCA input file:
```
! RIJCOSX wB97M-V def2-TZVPD def2/J DEFGRID3
* xyz 2 4
Cr 0.264 -0.148 -0.100
P -1.490 -0.623 1.532
P 1.280 0.063 -2.285
Si 1.648 2.087 2.102
O 2.023 -2.657 -0.252
O 1.343 1.082 0.872
O -0.302 -3.635 -0.106
N -1.398 -0.535 -1.421
C -3.690 -0.818 -2.992
C 1.553 1.176 3.747
C -2.479 -1.203 -0.943
C 2.566 1.302 -2.478
C -2.285 -1.817 0.404
C -1.415 -0.059 -2.685
C 1.805 -1.453 -3.124
C -1.287 -1.478 3.098
C -3.619 -1.374 -1.716
C -0.167 0.612 -3.236
C 3.385 2.749 1.820
C -2.561 -0.155 -3.459
C 0.445 3.533 2.241
C -2.664 0.721 1.778
H 2.122 -1.233 -4.151
H -1.536 -2.698 0.299
H -4.437 -1.935 -1.273
H 0.525 0.922 4.040
H 2.912 -2.975 -0.031
H 2.161 2.270 -2.156
H 0.329 4.057 1.282
H -2.118 1.533 2.272
H -3.025 1.061 0.802
H 0.978 -2.175 -3.149
H 0.821 4.274 2.966
H 4.102 1.920 1.748
H -0.036 0.324 -4.288
H 1.977 1.802 4.546
H -0.224 -4.547 0.246
H 2.134 0.243 3.718
H -0.977 -2.516 2.908
H 3.437 3.315 0.881
H -2.518 0.271 -4.453
H 3.411 1.012 -1.836
H -3.222 -2.179 0.821
H -0.558 3.232 2.580
H 3.731 3.413 2.622
H -0.236 1.706 -3.120
H -3.496 0.383 2.405
H 0.669 -3.283 -0.146
H 2.632 -1.903 -2.562
H 2.883 1.360 -3.526
H 1.921 -1.687 0.054
H -4.583 -0.933 -3.613
H -2.230 -1.462 3.662
H -0.506 -0.945 3.657
*
```

=====

Entry 6:
The following is a quantum chemistry calculation of a 13-piece molecular cluster, CH28N2O13 overall at a distorted geometry, from the OMol25 dataset.

For the LUMO energy, the calculation gives -0.7 eV. As for the total energy: -1142.53687 hartree. As for the strongest force on any atom: 0.081 hartree/bohr. Its orbital gap is 9.2 eV.

ORCA input file:
```
! RIJCOSX wB97M-V def2-TZVPD def2/J DEFGRID3
* xyz 0 1
O -0.429 -1.694 3.463
O -3.577 0.632 -1.181
O 3.336 0.999 -2.819
O -2.009 3.126 2.294
O -2.384 -1.901 -0.040
O 3.903 0.775 1.198
O -1.211 2.320 -3.300
O 2.533 -2.958 1.854
O 1.101 -0.790 -1.577
O -0.031 -3.282 -2.603
O 1.229 -0.513 -4.345
O -2.286 0.359 1.398
O -0.060 1.099 3.369
N -0.085 0.907 -0.633
N 1.030 -0.338 0.651
C 0.737 -0.142 -0.601
H -0.763 1.092 4.019
H -3.241 0.203 -1.968
H 3.082 0.419 0.858
H 3.551 1.931 -2.853
H -3.214 -2.366 -0.146
H 0.009 2.015 3.099
H 0.310 -2.127 3.035
H -0.747 1.063 0.113
H 2.714 -3.012 2.792
H -2.194 -0.099 2.234
H -0.296 -0.763 3.289
H -0.020 -4.007 -1.979
H -2.817 0.703 -0.604
H 3.382 -3.101 1.436
H 1.500 -0.710 -3.449
H 0.803 -1.315 -4.649
H 2.571 0.950 -2.246
H 0.489 -2.597 -2.185
H -1.854 3.865 2.882
H -0.377 1.232 -1.544
H -2.007 2.782 -3.562
H -2.183 1.285 1.620
H 1.323 -1.291 0.811
H 3.645 1.273 1.974
H -1.847 3.478 1.419
H -2.627 -1.066 0.362
H -1.478 1.403 -3.228
H 0.490 0.161 1.343
*
```

=====

Entry 7:
The following is a quantum chemistry calculation of one molecule with the formula C7H5FN4S at a distorted geometry, from the OMol25 dataset.

For the LUMO energy, the calculation gives 0.0 eV. As for the total energy: -986.67237 hartree. As for the strongest force on any atom: 0.242 hartree/bohr. The SMILES is Fc1ccc(Nc2nnns2)cc1. Its orbital gap is 9.0 eV.

ORCA input file:
```
! RIJCOSX wB97M-V def2-TZVPD def2/J DEFGRID3
* xyz 0 1
S -1.482 0.645 -1.438
F 3.154 1.816 2.681
N -2.172 -1.726 -1.446
N -3.112 -1.106 -2.047
N -0.085 -1.437 -0.365
N -2.987 0.218 -2.141
C 2.006 -0.365 0.143
C -1.183 -0.915 -1.020
C 1.079 0.826 2.311
C 0.209 0.087 1.596
C 0.698 -0.587 0.390
C 2.330 1.045 1.960
C 2.815 0.431 0.771
H 0.557 1.179 3.182
H -0.755 -0.113 1.991
H 2.274 -1.088 -0.913
H 0.281 -1.962 -0.923
H 3.746 0.547 0.635
*
```

=====

Entry 8:
The following is a quantum chemistry calculation of C40H28N11O2PmSSe3Te as an isolated structure at a distorted geometry, from the OMol25 dataset.

For the LUMO energy (spin up / spin down), the calculation gives -5.5 / -5.5 eV. As for the total energy: -10772.32384 hartree. As for the strongest force on any atom: 0.045 hartree/bohr. As for the expectation value of S²: 6.005. Its orbital gap (spin up / spin down) is 7.0 / 7.0 eV.

ORCA input file:
```
! RIJCOSX wB97M-V def2-TZVPD def2/J DEFGRID3
* xyz 2 5
Pm 0.548 0.691 -0.166
Te 3.774 -0.459 0.823
Se -0.160 3.922 -1.889
Se 2.024 3.202 -2.442
Se -6.655 -2.353 -3.333
S 5.695 -3.026 0.586
O 1.869 -0.656 -1.247
O 2.927 0.288 -0.904
N -4.915 -2.569 -3.821
N -2.132 0.681 -0.309
N -0.463 3.054 2.134
N 0.957 -0.791 2.979
N -0.667 1.903 -3.770
N 0.599 0.453 2.500
N 0.215 -1.712 0.907
N 2.093 2.750 0.329
N 0.320 -4.022 0.767
N -0.732 -0.782 -2.124
N -6.242 -1.108 -2.148
C -3.214 2.793 -4.486
C 3.360 -3.354 -0.336
C -0.944 4.286 2.024
C -4.196 -1.814 -3.043
C 2.219 -5.514 3.507
C -2.064 -0.911 -2.116
C 0.779 -1.781 2.196
C -2.832 1.422 0.537
C -0.643 4.672 4.345
C -2.704 1.612 -5.047
C -2.424 3.504 -3.586
C 2.517 2.883 1.585
C -4.215 1.360 0.673
C 1.016 -4.167 1.938
C 3.915 4.705 0.955
C -0.104 2.587 3.305
C 4.161 -2.402 0.213
C -4.924 0.572 -0.199
C 3.510 4.522 -0.363
C 1.247 -3.045 2.698
C 3.443 3.849 1.947
C -4.226 -0.148 -1.182
C -1.055 5.141 3.104
C 3.966 -4.649 -0.304
C 2.473 -4.375 4.294
C 1.983 -3.150 3.904
C 2.612 3.505 -0.645
C -1.178 3.012 -3.242
C -0.051 -1.469 -3.037
C -0.623 -2.376 -3.973
C -2.829 -0.087 -1.173
C 1.497 -5.417 2.339
C -2.026 -2.479 -3.981
C 5.250 -4.611 0.155
C -0.166 3.397 4.454
C 0.237 1.201 3.490
C -4.954 -0.984 -2.121
C -0.059 -2.827 0.304
C -1.413 1.230 -4.673
C -2.732 -1.695 -3.047
H 2.147 -2.206 4.425
H -3.215 0.957 -5.745
H 2.348 -3.154 -0.623
H 5.940 -5.433 0.285
H 3.491 -5.531 -0.684
H 0.130 2.994 5.394
H -2.572 -3.131 -4.674
H 2.146 2.234 2.324
H 1.065 -1.336 -2.993
H -4.723 1.945 1.432
H -6.008 0.595 -0.177
H 3.740 3.906 2.991
H -4.190 3.136 -4.754
H 0.053 -4.872 0.313
H -1.176 4.564 1.008
H 0.018 -2.923 -4.635
H 3.038 -4.440 5.233
H 2.637 -6.475 3.821
H 3.870 5.213 -1.128
H -0.546 -2.822 -0.672
H -0.934 0.370 -5.110
H -0.650 5.253 5.260
H -2.761 4.463 -3.164
H -1.398 6.167 2.977
H 1.260 -6.283 1.729
H 0.263 0.774 4.507
H 4.628 5.477 1.185
H -2.269 2.092 1.190
*
```